Record 1
C34H66BFN2O15S | ωB97M-V with the def2-TZVPD basis set

As for the molar mass: 804.78 g/mol. The LUMO energy comes out at 0.3 eV. The largest force on an atom comes out at 1.1 eV Å⁻¹. The calculation puts the HOMO energy at -8.83 eV. The calculation puts the energy at -84246.490 eV. The SMILES is CCCN[C@]1(OC(=O)c2ccccc2)[C@H](CCN)C(=O)O[C@]1(B(O)CC)S(=O)(=O)F.COCCOC.COCCOC.COCCOC.COCCOC.

Each atom is followed by the atoms it is bonded to, with distances in Å.
Atoms and positions in Å:
1 C -4.30914 -1.78602 0.05298  C2 1.532, H31 1.089, H32 1.089, H33 1.093
2 C -3.20944 -2.60519 -0.63051  C1 1.532, C3 1.539, H34 1.091, H35 1.090
3 C -1.80315 -2.01234 -0.42986  C2 1.539, N4 1.475, H36 1.087, H37 1.091
4 N -1.15709 -1.77351 -1.73463  C3 1.475, C5 1.431, H38 1.014
5 C -0.11728 -0.79548 -1.83965  N4 1.431, O6 1.418, C15 1.553, C22 1.585
6 O -0.44698 0.42809 -1.20256  C5 1.418, C7 1.363
7 C -1.62302 1.03657 -1.52581  O6 1.363, O8 1.195, C9 1.497
8 O -2.22979 0.81863 -2.53216  C7 1.195
9 C -2.04690 2.02238 -0.48262  C7 1.497, C10 1.390, C14 1.388
10 C -3.02927 1.69231 0.44304  C9 1.390, C11 1.387, H39 1.081
11 C -3.40066 2.62447 1.40082  C10 1.387, C12 1.387, H40 1.082
12 C -2.79660 3.87196 1.43764  C11 1.387, C13 1.387, H41 1.082
13 C -1.82629 4.20467 0.50414  C12 1.387, C14 1.389, H42 1.081
14 C -1.44848 3.27446 -0.45514  C9 1.388, C13 1.389, H43 1.079
15 C 0.32949 -0.74106 -3.32600  C5 1.553, C16 1.543, C19 1.528, H44 1.094
16 C -0.74058 -0.96331 -4.41510  C15 1.543, C17 1.527, H45 1.092, H46 1.085
17 C -0.68150 0.10022 -5.50939  C16 1.527, N18 1.467, H47 1.094, H48 1.095
18 N 0.57241 0.09289 -6.27113  C17 1.467, H49 1.014, H50 1.014
19 C 1.34961 -1.87631 -3.39143  C15 1.528, O20 1.191, O21 1.373
20 O 1.81692 -2.39879 -4.35381  C19 1.191
21 O 1.67517 -2.28015 -2.12020  C19 1.373, C22 1.427
22 C 1.30686 -1.19497 -1.26981  C5 1.585, O21 1.427, B23 1.630, S27 1.799
23 B 2.45575 -0.04670 -1.40963  C22 1.630, O24 1.360, C25 1.564
24 O 3.50156 -0.39084 -2.20885  B23 1.360, H51 0.963
25 C 2.44071 1.34552 -0.69760  B23 1.564, C26 1.547, H52 1.092, H53 1.090
26 C 2.02294 2.43956 -1.70835  C25 1.547, H54 1.092, H55 1.091, H56 1.087
27 S 1.36047 -1.77409 0.43249  C22 1.799, O28 1.421, O29 1.421, F30 1.575
28 O 1.35772 -3.19414 0.48317  S27 1.421
29 O 0.49680 -0.99493 1.24802  S27 1.421
30 F 2.82447 -1.30562 0.77591  S27 1.575
31 H -3.96271 -1.29875 0.96267  C1 1.089
32 H -5.18227 -2.38896 0.29864  C1 1.089
33 H -4.65964 -1.01300 -0.63536  C1 1.093
34 H -3.41129 -2.61620 -1.70305  C2 1.091
35 H -3.24781 -3.64437 -0.30234  C2 1.090
36 H -1.88261 -1.07877 0.12108  C3 1.087
37 H -1.21654 -2.70758 0.17294  C3 1.091
38 H -0.80449 -2.66203 -2.07266  N4 1.014
39 H -3.50367 0.72194 0.40690  C10 1.081
40 H -4.15546 2.36683 2.13167  C11 1.082
41 H -3.07588 4.59520 2.19218  C12 1.082
42 H -1.34599 5.17309 0.52433  C13 1.081
43 H -0.69938 3.52415 -1.19019  C14 1.079
44 H 0.83084 0.18807 -3.61210  C15 1.094
45 H -0.61414 -1.92790 -4.91087  C16 1.092
46 H -1.73849 -0.94358 -3.99042  C16 1.085
47 H -1.50834 -0.11114 -6.19358  C17 1.094
48 H -0.89737 1.07761 -5.06489  C17 1.095
49 H 1.25675 -0.53435 -5.86353  N18 1.014
50 H 0.99131 1.01559 -6.29692  N18 1.014
51 H 3.87417 0.35903 -2.68445  O24 0.963
52 H 3.44276 1.57966 -0.33277  C25 1.092
53 H 1.76282 1.38691 0.15510  C25 1.090
54 H 1.38116 2.05703 -2.50448  C26 1.092
55 H 2.89181 2.91498 -2.16530  C26 1.091
56 H 1.46423 3.23461 -1.22133  C26 1.087
57 C -6.79648 -2.59853 5.73755  O58 1.416, H63 1.089, H64 1.092, H65 1.095
58 O -5.44393 -3.01105 5.81640  C57 1.416, C59 1.419
59 C -4.97439 -3.62521 4.62599  O58 1.419, C60 1.512, H66 1.094, H67 1.095
60 C -4.14433 -2.67380 3.79489  C59 1.512, O61 1.418, H68 1.096, H69 1.095
61 O -4.91403 -1.59025 3.29968  C60 1.418, C62 1.416
62 C -4.74366 -0.39266 4.03549  O61 1.416, H70 1.096, H71 1.092, H72 1.089
63 H -6.98703 -1.94163 6.58465  C57 1.089
64 H -6.99842 -2.05305 4.81283  C57 1.092
65 H -7.46955 -3.46021 5.80223  C57 1.095
66 H -5.81238 -4.01311 4.03874  C59 1.094
67 H -4.34764 -4.47287 4.92082  C59 1.095
68 H -3.75035 -3.21546 2.92797  C60 1.096
69 H -3.29387 -2.30623 4.37769  C60 1.095
70 H -3.77065 0.06289 3.81636  C62 1.096
71 H -4.82439 -0.56400 5.11125  C62 1.092
72 H -5.53118 0.29378 3.72637  C62 1.089
73 C -0.95727 -7.33765 7.08235  O74 1.415, H79 1.089, H80 1.092, H81 1.095
74 O -1.96393 -7.52195 8.06008  C73 1.415, C75 1.418
75 C -1.61659 -7.01256 9.33682  O74 1.418, C76 1.513, H82 1.095, H83 1.094
76 C -2.25047 -5.66511 9.60211  C75 1.513, O77 1.417, H84 1.095, H85 1.095
77 O -1.75549 -4.66421 8.72994  C76 1.417, C78 1.416
78 C -2.62579 -4.37429 7.65062  O77 1.416, H86 1.094, H87 1.093, H88 1.089
79 H -1.40402 -7.54533 6.11141  C73 1.089
80 H -0.57390 -6.31467 7.08526  C73 1.092
81 H -0.12689 -8.03382 7.24337  C73 1.095
82 H -0.52901 -6.94187 9.43889  C75 1.095
83 H -1.98120 -7.72620 10.08210  C75 1.094
84 H -2.00757 -5.35746 10.62410  C76 1.095
85 H -3.33956 -5.74104 9.52138  C76 1.095
86 H -3.48801 -3.79120 7.98859  C78 1.094
87 H -2.97733 -5.28662 7.16177  C78 1.093
88 H -2.06576 -3.78152 6.92827  C78 1.089
89 C 2.09149 3.45835 -5.14346  O90 1.414, H95 1.090, H96 1.092, H97 1.096
90 O 1.68705 2.98712 -6.41412  C89 1.414, C91 1.421
91 C 0.93837 3.93113 -7.16758  O90 1.421, C92 1.511, H98 1.094, H99 1.094
92 C 1.79115 4.62496 -8.20460  C91 1.511, O93 1.418, H100 1.094, H101 1.094
93 O 2.79778 5.42773 -7.61018  C92 1.418, C94 1.416
94 C 4.07729 4.82230 -7.60516  O93 1.416, H102 1.095, H103 1.093, H104 1.089
95 H 2.83622 2.76100 -4.76006  C89 1.090
96 H 2.53564 4.45494 -5.19650  C89 1.092
97 H 1.23847 3.47342 -4.45550  C89 1.096
98 H 0.47663 4.66834 -6.50359  C91 1.094
99 H 0.13936 3.38206 -7.67387  C91 1.094
100 H 1.15232 5.28577 -8.79795  C92 1.094
101 H 2.23556 3.88757 -8.88005  C92 1.094
102 H 4.51714 4.83469 -8.60796  C94 1.095
103 H 4.03531 3.79099 -7.24604  C94 1.093
104 H 4.71077 5.40528 -6.93849  C94 1.089
105 C 4.89680 4.37489 -0.51177  O106 1.418, H111 1.089, H112 1.092, H113 1.096
106 O 5.40022 3.19751 -1.12134  C105 1.418, C107 1.420
107 C 6.45843 3.43869 -2.03689  O106 1.420, C108 1.512, H114 1.094, H115 1.095
108 C 7.81126 3.14897 -1.42638  C107 1.512, O109 1.416, H116 1.094, H117 1.095
109 O 8.11187 4.03738 -0.36509  C108 1.416, C110 1.416
110 C 7.90399 3.48008 0.92035  O109 1.416, H118 1.095, H119 1.093, H120 1.088
111 H 4.27282 4.06599 0.32587  C105 1.089
112 H 5.70089 5.01378 -0.14178  C105 1.092
113 H 4.28271 4.93732 -1.22439  C105 1.096
114 H 6.42226 4.47073 -2.39943  C107 1.094
115 H 6.30907 2.77291 -2.89313  C107 1.095
116 H 8.57867 3.28373 -2.19471  C108 1.094
117 H 7.85410 2.11021 -1.08399  C108 1.095
118 H 8.69330 2.76114 1.16372  C110 1.095
119 H 6.93293 2.98467 0.99394  C110 1.093
120 H 7.94077 4.29686 1.63890  C110 1.088

Mulliken atomic charge list, values in e, 99 entries: -1.047, -0.690, -0.204, 0.038, -0.380, 0.218, 0.380, -0.501, 0.225, -0.277, -0.642, -0.524, -0.743, -0.178, 0.606, -1.176, -0.683, -0.650, 0.198, -0.610, -0.493, 1.334, -0.340, -0.565, -0.448, -0.171, 1.154, -0.680, -0.548, -0.236, -0.035, 0.455, 0.390, 0.325, 0.395, 0.345, 0.327, 0.498, 0.423, 0.445, 0.397, 0.430, 0.510, -0.415, 0.484, 0.297, 0.483, 0.218, 0.344, 0.300, 0.257, 0.243, 0.272, -0.354, 0.334, 0.363, -0.753, -0.269, -0.738, -0.279, -0.388, -0.797, 0.250, 0.277, 0.320, 0.351, 0.395, 0.332, 0.318, 0.305, 0.369, 0.273, -0.716, -0.380, -0.468, -0.480, -0.412, -0.821, 0.242, 0.313, 0.321, 0.314, 0.367, 0.393, 0.298, 0.380, 0.358, 0.285, -0.886, -0.387, -0.458, -0.657, -0.375, -0.670, 0.235, 0.484, 0.334, 0.356, 0.373

Record 2
C34H67IN5O4 | ωB97M-V with the def2-TZVPD basis set

As for the molar mass: 736.85 g/mol. The LUMO energy (alpha / beta) comes out at -2.4 / -2.4 eV. The largest force on an atom comes out at 2.4 eV Å⁻¹. As for the expectation value of S²: 2.008. The calculation puts the HOMO energy (alpha / beta) at -9.85 / -10.84 eV. The multiplicity is 3. The total charge is +1. The calculation puts the energy at -60076.738 eV.

Each atom is followed by the atoms it is bonded to, with distances in Å.
Atoms and positions in Å:
1 C 3.23308 -5.40270 3.79124  O2 1.410, H23 1.084, H24 1.092, H25 1.087
2 O 3.80751 -4.11700 3.86661  C1 1.410, C3 1.415
3 C 3.58274 -3.47771 5.10923  O2 1.415, C4 1.513, H26 1.092, H27 1.090
4 C 3.25942 -2.00824 4.95473  C3 1.513, C5 1.537, H28 1.085, H29 1.089
5 C 1.84904 -1.68196 4.43783  C4 1.537, C6 1.528, H30 1.087, H31 1.092
6 C 1.76187 -1.36497 2.94610  C5 1.528, C7 1.522, H32 1.085, H33 1.089
7 C 1.55670 -2.55523 2.01929  C6 1.522, C8 1.547, H34 1.086, H35 1.084
8 C 0.06569 -2.90239 1.79780  C7 1.547, C9 1.526, H36 1.091, H37 1.088
9 C -0.21680 -4.40013 1.88024  C8 1.526, C10 1.532, H38 1.086, H39 1.084
10 C -1.65620 -4.75311 2.26679  C9 1.532, N11 1.476, C19 1.546, H40 1.089
11 N -2.70659 -3.78844 1.88704  C10 1.476, C12 1.364, H41 1.016
12 C -3.37784 -3.42676 3.01803  N11 1.364, N13 1.314, N18 1.340
13 N -4.30757 -2.49808 3.02741  C12 1.314, C14 1.458, H42 1.006
14 C -5.01128 -1.99925 4.20257  N13 1.458, C15 1.538, H43 1.083, H44 1.086
15 C -4.92842 -0.46488 4.26144  C14 1.538, C16 1.523, H45 1.084, H46 1.086
16 C -5.98612 0.07233 5.21692  C15 1.523, I17 2.138, H47 1.082, H48 1.080
17 I -7.83346 0.33010 4.17171  C16 2.138
18 N -2.98046 -4.09739 4.10804  C12 1.340, C19 1.514, H49 1.010
19 C -1.89141 -5.08922 3.75689  C10 1.546, N18 1.514, C20 1.527, H50 1.083
20 C -2.44856 -6.48091 4.04916  C19 1.527, C21 1.514, H51 1.088, H52 1.083
21 C -3.71319 -6.77512 3.27010  C20 1.514, O22 1.230, H53 1.103
22 O -4.74901 -7.08872 3.85411  C21 1.230
23 H 3.28849 -5.71403 2.75387  C1 1.084
24 H 2.17559 -5.35824 4.06138  C1 1.092
25 H 3.75959 -6.10645 4.43056  C1 1.087
26 H 2.77159 -3.95011 5.66722  C3 1.092
27 H 4.48144 -3.57624 5.71867  C3 1.090
28 H 4.02891 -1.50404 4.37873  C4 1.085
29 H 3.33035 -1.61534 5.96842  C4 1.089
30 H 1.52120 -0.79318 4.97082  C5 1.087
31 H 1.17832 -2.48727 4.74380  C5 1.092
32 H 2.66803 -0.85826 2.63002  C6 1.085
33 H 0.95291 -0.65521 2.77937  C6 1.089
34 H 1.99245 -2.29643 1.05866  C7 1.086
35 H 2.08250 -3.43979 2.35981  C7 1.084
36 H -0.54535 -2.32817 2.49539  C8 1.091
37 H -0.18946 -2.58642 0.78878  C8 1.088
38 H 0.43167 -4.88293 2.60531  C9 1.086
39 H 0.00080 -4.87774 0.93195  C9 1.084
40 H -1.88857 -5.67419 1.73501  C10 1.089
41 H -2.37775 -2.95026 1.41589  N11 1.016
42 H -4.54288 -2.08773 2.13916  N13 1.006
43 H -4.55351 -2.38704 5.10406  C14 1.083
44 H -6.04474 -2.33099 4.17505  C14 1.086
45 H -5.06551 -0.09530 3.25195  C15 1.084
46 H -3.92768 -0.22035 4.60561  C15 1.086
47 H -6.16833 -0.62927 6.01988  C16 1.082
48 H -5.66881 1.01278 5.64167  C16 1.080
49 H -3.71766 -4.40809 4.72485  N18 1.010
50 H -1.05636 -4.80950 4.38738  C19 1.083
51 H -1.68078 -7.21403 3.80981  C20 1.088
52 H -2.70629 -6.51606 5.10075  C20 1.083
53 H -3.71700 -6.69434 2.17043  C21 1.103
54 C 1.40703 2.20999 -1.72005  C55 1.538, H65 1.088, H66 1.086, H67 1.091
55 C 2.53613 1.88047 -0.72938  C54 1.538, C56 1.528, N60 1.495, C64 1.524
56 C 3.73930 2.78734 -0.98551  C55 1.528, C57 1.527, H68 1.095, H69 1.092
57 C 4.48987 2.43222 -2.26677  C56 1.527, C58 1.528, H70 1.093, H71 1.091
58 C 4.90171 0.96132 -2.25756  C57 1.528, C59 1.530, H72 1.092, H73 1.095
59 C 3.73412 0.00589 -2.00580  C58 1.530, N60 1.496, C62 1.542, C63 1.525
60 N 2.93626 0.44286 -0.81844  C55 1.495, C59 1.496, O61 1.295
61 O 3.50216 0.05555 0.27996  N60 1.295
62 C 2.84797 -0.08968 -3.26432  C59 1.542, H74 1.091, H75 1.089, H76 1.087
63 C 4.27269 -1.39916 -1.76082  C59 1.525, H77 1.088, H78 1.089, H79 1.092
64 C 1.96759 2.16112 0.65643  C55 1.524, H80 1.092, H81 1.089, H82 1.089
65 H 1.04356 3.21980 -1.54406  C54 1.088
66 H 1.70702 2.18415 -2.76315  C54 1.086
67 H 0.56237 1.53152 -1.59529  C54 1.091
68 H 4.43187 2.71750 -0.14028  C56 1.095
69 H 3.39986 3.82425 -1.02434  C56 1.092
70 H 3.87614 2.65452 -3.14395  C57 1.093
71 H 5.37985 3.05758 -2.35353  C57 1.091
72 H 5.37288 0.69866 -3.20666  C58 1.092
73 H 5.65991 0.81458 -1.48191  C58 1.095
74 H 1.89265 -0.56186 -3.03130  C62 1.091
75 H 3.34341 -0.69939 -4.01895  C62 1.089
76 H 2.65098 0.86990 -3.73554  C62 1.087
77 H 4.99183 -1.43022 -0.94510  C63 1.088
78 H 4.77822 -1.75055 -2.65877  C63 1.089
79 H 3.46293 -2.09478 -1.53174  C63 1.092
80 H 1.14222 1.48337 0.88368  C64 1.092
81 H 1.58633 3.18074 0.68692  C64 1.089
82 H 2.71678 2.06323 1.44023  C64 1.089
83 C -2.23308 3.69741 -6.68979  C84 1.539, H94 1.090, H95 1.086, H96 1.091
84 C -2.33503 3.80916 -5.15798  C83 1.539, C85 1.528, N89 1.495, C93 1.524
85 C -3.24158 4.97821 -4.77390  C84 1.528, C86 1.527, H97 1.095, H98 1.092
86 C -2.59801 6.33946 -5.02654  C85 1.527, C87 1.527, H99 1.093, H100 1.091
87 C -1.24759 6.43423 -4.31959  C86 1.527, C88 1.530, H101 1.092, H102 1.095
88 C -0.29733 5.28786 -4.66935  C87 1.530, N89 1.497, C91 1.542, C92 1.524
89 N -0.98544 3.96550 -4.53476  C84 1.495, C88 1.497, O90 1.295
90 O -1.00507 3.57809 -3.29970  N89 1.295
91 C 0.26143 5.47854 -6.09374  C88 1.542, H103 1.091, H104 1.089, H105 1.087
92 C 0.90787 5.32880 -3.73693  C88 1.524, H106 1.088, H107 1.089, H108 1.092
93 C -2.95906 2.49996 -4.68998  C84 1.524, H109 1.091, H110 1.089, H111 1.088
94 H -3.21047 3.44704 -7.10117  C83 1.090
95 H -1.92491 4.61433 -7.18307  C83 1.086
96 H -1.53799 2.90667 -6.97409  C83 1.091
97 H -3.49881 4.90116 -3.71249  C85 1.095
98 H -4.17907 4.89776 -5.32718  C85 1.092
99 H -2.48355 6.51544 -6.09915  C86 1.093
100 H -3.25633 7.12837 -4.65921  C86 1.091
101 H -0.76287 7.38100 -4.56530  C87 1.092
102 H -1.41787 6.44246 -3.23815  C87 1.095
103 H 0.73822 4.56423 -6.44883  C91 1.091
104 H 1.01452 6.26539 -6.09303  C91 1.089
105 H -0.48746 5.78192 -6.82094  C91 1.087
106 H 0.61907 5.30113 -2.68798  C92 1.088
107 H 1.45652 6.25469 -3.90192  C92 1.089
108 H 1.58311 4.49319 -3.93067  C92 1.092
109 H -2.30077 1.65606 -4.90129  C93 1.091
110 H -3.89662 2.34025 -5.22083  C93 1.089
111 H -3.17776 2.50479 -3.62396  C93 1.088

Mulliken atomic charge list, values in e, 99 entries: -0.565, -0.340, -0.544, -0.908, -0.502, -0.876, 0.509, -0.846, -0.552, -0.004, -0.354, 0.385, -0.102, -0.562, -0.586, -1.097, 0.080, -0.309, -0.462, -0.892, 0.006, -0.481, 0.239, 0.106, 0.372, 0.338, 0.408, 0.353, 0.360, 0.492, 0.076, 0.365, 0.394, -0.140, -0.132, 0.443, 0.294, 0.128, 0.359, 0.398, 0.447, 0.281, 0.300, 0.329, 0.416, 0.306, 0.445, 0.443, 0.422, 0.469, 0.450, 0.446, 0.393, -1.650, 2.141, -1.435, -0.296, -1.419, 1.718, 0.711, -0.621, -1.708, -1.957, -2.032, 0.368, -0.078, 0.430, 0.420, 0.393, 0.164, 0.438, 0.403, 0.386, 0.341, 0.503, 0.288, 0.373, 0.484, 0.390, 0.353, 0.446, 0.427, -1.615, 1.636, -1.230, -0.492, -1.364, 1.929, 0.516, -0.544, -1.852, -1.946, -1.979, 0.451, 0.268, 0.379, 0.362, 0.399, 0.309